1.
A cluster of 7 separate species, C15H27FO27S6 in total in a non-equilibrium geometry, computed with the ωB97M-V functional and the def2-TZVPD basis.

The geometry in ORCA input format:
```
! wB97M-V def2-TZVPD RIJCOSX def2/J DEFGRID3
* xyz 0 1
O 0.51423 -4.45554 13.86648
C 1.40516 -5.14355 13.31653
O 1.25219 -5.79586 12.11717
C 2.54852 -5.98508 11.62565
C 3.39749 -6.08445 12.90817
F 4.56772 -5.55310 12.58826
O 2.71989 -5.22499 13.75911
H 2.46552 -6.90653 11.04934
H 2.80321 -5.17163 10.94629
H 3.47015 -7.09594 13.30780
O -9.12888 1.54948 12.46066
S -8.70320 2.05249 11.13352
O -9.34784 1.62188 9.94430
O -8.37924 3.68727 11.22443
C -7.18141 4.00984 11.94630
C -6.41586 2.66930 11.98884
O -7.10011 1.87037 11.01074
H -6.69902 4.72734 11.28254
H -7.35818 4.41718 12.94176
H -6.55294 2.24424 12.98314
H -5.33396 2.62647 11.86337
O -9.96778 -6.99724 10.61398
S -11.20881 -6.25049 10.51399
O -12.44144 -6.95215 10.38026
O -11.25033 -5.05259 11.66624
C -10.69805 -3.76116 11.23508
C -10.28444 -3.98370 9.72971
O -11.11952 -5.01552 9.38524
H -11.58551 -3.12843 11.24815
H -9.97772 -3.26097 11.88242
H -9.22485 -4.20249 9.59740
H -10.57447 -3.13648 9.10826
O 4.13319 -2.60239 7.37410
S 3.23688 -1.45204 7.53956
O 3.08580 -0.88921 8.85533
O 3.59389 -0.20166 6.50527
C 2.63858 -0.19742 5.43018
C 1.34426 -0.69076 6.00689
O 1.74407 -1.74429 6.86669
H 2.59903 0.73801 4.87206
H 2.91815 -0.90529 4.64988
H 0.68790 -1.03734 5.20866
H 0.93707 -0.00378 6.74874
O -5.52913 -8.13146 15.63877
S -4.61369 -7.13758 15.02356
O -4.20455 -5.97950 15.86496
O -3.24512 -7.89046 14.40954
C -3.57517 -8.62965 13.21102
C -4.83173 -7.98348 12.66757
O -5.07365 -6.83969 13.45567
H -2.72141 -8.45819 12.55543
H -3.70502 -9.69565 13.39783
H -5.67844 -8.65640 12.80305
H -4.79557 -7.68325 11.62035
O -1.72347 2.57664 15.35907
S -0.41573 2.97126 14.94719
O 0.71264 2.06044 14.88220
O -0.53995 3.81256 13.48836
C -1.12894 5.11395 13.78082
C -0.52961 5.54868 15.10726
O 0.05612 4.36333 15.72929
H -1.04075 5.72940 12.88553
H -2.21604 5.03523 13.76975
H -1.26600 6.03369 15.74803
H 0.35964 6.16343 14.96792
O -5.41886 -1.75112 8.57660
S -4.42662 -2.42032 9.39999
O -4.29919 -3.87138 9.21407
O -2.98315 -1.64442 9.21075
C -2.21084 -1.56931 10.37376
C -3.04774 -1.89605 11.54660
O -4.39868 -2.03757 10.98935
H -1.47217 -2.36436 10.27196
H -1.62965 -0.64722 10.38102
H -3.05930 -1.18883 12.37594
H -2.85786 -2.88900 11.95412
*
```

Values from the calculation:
Kohn-Sham gap: 10.7 eV
SMILES: O=C1OC[C@@H](F)O1.O=S1(=O)OCCO1.O=S1(=O)OCCO1.O=S1(=O)OCCO1.O=S1(=O)OCCO1.O=S1(=O)OCCO1.O=S1(=O)OCCO1
energy above the lowest of the compared OMol25 structures with the same formula, charge and spin: 109.2 kcal/mol

Atom charges from the Löwdin analysis, given in e for atoms 1 to 4:
1. O 0.1134
2. C -0.4315
3. O 0.0518
4. C -0.0757

2.
An isolated molecule of C5H4O2 in a non-equilibrium geometry, computed with the ωB97M-V functional and the def2-TZVPD basis.

The geometry in ORCA input format:
```
! wB97M-V def2-TZVPD RIJCOSX def2/J DEFGRID3
* xyz 0 1
O 2.42825 -0.19045 -0.08242
C 1.17422 -0.11712 -0.07709
C 0.56920 1.17488 -0.04504
C -0.66243 1.21974 -0.02907
O -1.54048 0.16199 -0.14302
C -1.00705 -1.02505 0.07055
C 0.24337 -1.18972 0.01795
H 1.36539 1.98239 0.21684
H -1.12164 2.23807 0.19950
H -1.80505 -1.96057 -0.23050
H 0.35622 -2.29416 0.10230
*
```

Values from the calculation:
Kohn-Sham gap: 10.1 eV
SMILES: O=c1ccocc1
energy above the lowest of the compared OMol25 structures with the same formula, charge and spin: 59.2 kcal/mol

Atom charges from the Löwdin analysis, given in e for atoms 1 to 4:
1. O 0.0302
2. C -0.4010
3. C -0.0349
4. C -0.1200

3.
A structure of composition C38H42F4N5O3PPd in a non-equilibrium geometry, computed with the ωB97M-V functional and the def2-TZVPD basis.

The geometry in ORCA input format:
```
! wB97M-V def2-TZVPD RIJCOSX def2/J DEFGRID3
* xyz 2 5
Pd 0.05059 0.16348 0.15842
C 1.74519 2.44290 -3.57561
C 1.32265 1.38632 -2.55472
N 0.94035 1.89925 -1.22096
C -0.07497 2.96778 -1.28997
C -1.39789 2.51149 -1.88825
C 2.08912 2.32096 -0.41691
C 3.01893 1.17726 -0.04440
N 2.29947 0.06527 0.52794
C 2.97256 -0.89603 1.18209
C 2.30355 -1.83487 2.01448
F 1.04096 -1.74209 2.15813
C 2.96497 -2.84382 2.75272
F 2.25852 -3.62431 3.48709
C 4.33375 -2.99511 2.70639
C 5.02660 -2.11188 1.91449
F 6.30522 -2.20972 1.81780
C 4.38291 -1.08487 1.17116
F 5.13628 -0.35413 0.42341
H 2.09578 1.93080 -4.47115
H 0.91387 3.08156 -3.86829
H 2.55972 3.06973 -3.21136
H 0.47862 0.82471 -2.95418
H 2.14473 0.68267 -2.42073
H -0.24089 3.32909 -0.27542
H 0.31154 3.80627 -1.87722
H -1.78603 1.64655 -1.35248
H -2.12811 3.31345 -1.78952
H -1.30632 2.27746 -2.94999
H 2.67853 3.08289 -0.93813
H 1.71104 2.76690 0.50142
H 3.58223 0.83830 -0.92141
H 3.74713 1.56540 0.67094
H 4.84234 -3.77296 3.26040
N -1.81287 -1.14209 1.26955
C -2.63752 -2.00770 0.46376
C -3.78824 -2.60094 0.96435
C -4.56548 -3.40348 0.14341
C -4.19866 -3.62246 -1.17739
C -3.05068 -3.03792 -1.68455
C -2.26304 -2.23418 -0.86212
P -0.71678 -1.48655 -1.43489
C -0.81701 -1.57077 -3.24557
C -1.62154 -0.63873 -3.90209
C -1.80537 -0.72130 -5.27217
C -1.18622 -1.73210 -5.99526
C -0.39075 -2.66462 -5.34540
C -0.19922 -2.58763 -3.97412
C 0.58729 -2.69728 -1.00196
C 0.32675 -3.85593 -0.27368
C 1.34700 -4.76529 -0.01855
C 2.63250 -4.52755 -0.48979
C 2.90238 -3.37020 -1.21282
C 1.88799 -2.45762 -1.45773
H -2.31104 -0.27181 1.45528
H -1.59147 -1.57803 2.15738
H -4.07249 -2.43634 1.99684
H -5.46442 -3.85978 0.53579
H -4.80575 -4.25571 -1.80984
H -2.75939 -3.22287 -2.71025
H -2.12062 0.13913 -3.33458
H -2.43056 0.00379 -5.77588
H -1.32461 -1.79258 -7.06640
H 0.08058 -3.46112 -5.90588
H 0.40603 -3.33391 -3.47837
H -0.67543 -4.05881 0.08364
H 1.12936 -5.67740 0.52273
H 3.41662 -5.25476 -0.31933
H 3.89787 -3.19509 -1.60447
H 2.09024 -1.56655 -2.04373
C -0.20476 5.02301 2.09957
C -1.60513 4.43575 2.29671
C -1.64032 3.05671 3.01360
C -3.05591 2.77445 3.53666
C -3.15991 1.47208 4.32576
C -0.66430 3.10234 4.18211
O -0.88784 3.72953 5.18311
N 0.53065 2.41106 4.03186
C 0.90497 1.65815 2.94135
O 2.03064 1.17155 2.85774
N -0.04310 1.45241 1.97982
C -1.26107 2.01529 1.97239
O -2.04624 1.69897 1.06577
H -0.22825 5.80882 1.34536
H 0.51473 4.26598 1.77510
H 0.16838 5.46182 3.02477
H -2.10424 4.31220 1.33372
H -2.20239 5.13295 2.88403
H -3.73200 2.74793 2.68191
H -3.34785 3.60784 4.17495
H -2.90198 0.60552 3.70798
H -4.17923 1.33514 4.68332
H -2.50459 1.48476 5.19740
H 1.20138 2.50121 4.78295
*
```

Values from the calculation:
Kohn-Sham gap (spin up / spin down): 7.0 / 3.8 eV

Atom charges from the Löwdin analysis, given in e for atoms 1 to 4:
1. Pd 0.9412
2. C -0.0469
3. C -0.2329
4. N -0.2071

4.
A cluster of 2 separate species, FH2P in total in a non-equilibrium geometry, computed with the ωB97M-V functional and the def2-TZVPD basis.

The geometry in ORCA input format:
```
! wB97M-V def2-TZVPD RIJCOSX def2/J DEFGRID3
* xyz 0 1
F 0.39663 -1.31896 0.39864
P -0.27050 -0.17887 -0.52647
H 0.96934 0.23161 -1.06118
H -1.09547 1.26622 1.18901
*
```

Values from the calculation:
Kohn-Sham gap (spin up / spin down): 8.4 / 8.7 eV
energy above the lowest of the compared OMol25 structures with the same formula, charge and spin: 66.2 kcal/mol

For each atom in turn, the Löwdin charge in e is:
1. F -0.5085
2. P 0.6936
3. H -0.1742
4. H -0.0109

5.
A cluster of 2 separate species, C6H9N in total in a non-equilibrium geometry, computed with the ωB97M-V functional and the def2-TZVPD basis.

The geometry in ORCA input format:
```
! wB97M-V def2-TZVPD RIJCOSX def2/J DEFGRID3
* xyz 0 1
C 2.37953 -0.60168 -0.48669
C 1.50655 -0.37650 0.45864
C -1.65606 -0.86752 -0.04157
C 2.91263 -0.29732 0.88794
C -1.33484 1.39927 -0.20935
C -1.89817 0.22928 -1.07213
N -2.06539 -1.47173 0.88048
H 2.59265 -0.90609 -1.44401
H 3.29322 -1.08270 1.57665
H 3.49654 0.66847 1.03176
H -0.29297 1.14875 -0.06626
H -1.70841 1.32097 0.71390
H -1.41432 2.38928 -0.71807
H -3.02574 0.46236 -1.18437
H -1.30774 -0.07446 -1.95443
H -1.47748 -1.94040 1.62752
*
```

Values from the calculation:
Kohn-Sham gap (spin up / spin down): 8.9 / 5.3 eV
energy above the lowest of the compared OMol25 structures with the same formula, charge and spin: 195.3 kcal/mol

Atom charges from the Löwdin analysis, given in e for atoms 1 to 4:
1. C -0.1117
2. C -0.0303
3. C -0.1720
4. C -0.2329

6.
The ion C3H5N2S with charge +1 in a non-equilibrium geometry, computed with the ωB97M-V functional and the def2-TZVPD basis.

The geometry in ORCA input format:
```
! wB97M-V def2-TZVPD RIJCOSX def2/J DEFGRID3
* xyz 1 1
C -0.05097 0.39775 0.05793
C -0.57256 -1.05719 -0.03947
C 1.41093 0.59627 -0.00501
N -2.36217 0.78926 0.18069
N -0.87407 1.33972 0.23515
S -2.35392 -0.71077 -0.00345
H -0.16598 -1.49049 -0.97571
H -0.31070 -1.65244 0.73518
H 1.72318 1.61383 -0.37067
H 1.81551 -0.23185 -0.73493
H 1.74074 0.40591 0.92030
*
```

Values from the calculation:
Kohn-Sham gap: 9.1 eV
energy above the lowest of the compared OMol25 structures with the same formula, charge and spin: 83.8 kcal/mol

Atom charges from the Löwdin analysis, given in e for atoms 1 to 4:
1. C -0.3987
2. C -0.2460
3. C 0.0103
4. N -0.2182

7.
A structure of composition C4H20B2Cl3Co2N4O20 in a non-equilibrium geometry, computed with the ωB97M-V functional and the def2-TZVPD basis.

The geometry in ORCA input format:
```
! wB97M-V def2-TZVPD RIJCOSX def2/J DEFGRID3
* xyz -1 7
Co 9.97080 -14.46647 21.55318
Co 14.00186 -15.05218 19.72260
Cl 10.63370 -17.66828 22.99297
O 9.66455 -18.29126 23.85172
O 11.88794 -17.52223 23.62985
O 10.71746 -18.43232 21.76154
O 10.14355 -16.34272 22.60894
Cl 15.45768 -18.13506 21.15634
O 15.41002 -18.70325 22.46869
O 14.83082 -19.05422 20.22622
O 14.67735 -16.89598 21.16385
O 16.79670 -17.83823 20.73661
Cl 11.69964 -12.86968 24.16513
O 10.83371 -12.17062 25.07669
O 12.24440 -14.04851 24.74604
O 10.86743 -13.26583 23.00885
O 12.71709 -11.98905 23.68679
B 11.77222 -14.70370 20.35226
H 12.17536 -14.68156 19.26210
H 11.00345 -15.59657 20.30875
H 12.67312 -14.93152 21.07127
H 11.24193 -13.65993 20.47142
B 14.87284 -13.41062 20.90066
H 15.71311 -12.56862 20.92824
H 14.05422 -13.21612 20.07575
H 15.40055 -14.45021 20.69819
H 14.32269 -13.40236 21.94906
C 7.18511 -17.28625 20.90538
N 8.05380 -16.66243 19.87288
O 8.11817 -17.20215 18.79892
O 8.64642 -15.63302 20.16226
H 6.21165 -17.54096 20.50473
H 7.19505 -16.61633 21.75738
H 7.68240 -18.20989 21.20537
C 13.29517 -12.34096 16.45453
N 14.10724 -13.57202 16.68246
O 14.72981 -14.06242 15.77800
O 13.96685 -14.05942 17.79319
H 13.60268 -11.93946 15.49747
H 13.61022 -11.63211 17.22286
H 12.26968 -12.58915 16.70498
C 12.04373 -18.74171 18.64275
N 13.21586 -17.93312 18.20229
O 13.29717 -16.81155 18.68950
O 13.97121 -18.39691 17.39264
H 11.91475 -19.50170 17.87825
H 11.20308 -18.05717 18.66990
H 12.27322 -19.21118 19.59682
C 7.49358 -11.76975 18.98035
N 8.84854 -12.34409 19.19141
O 9.69784 -12.19511 18.34609
O 9.03867 -12.94294 20.24055
H 6.80632 -12.60509 19.05496
H 7.49146 -11.37883 17.96703
H 7.35211 -10.93529 19.65836
*
```

Values from the calculation:
Kohn-Sham gap (spin up / spin down): 6.9 / 6.9 eV

Atom charges from the Löwdin analysis, given in e for atoms 1 to 4:
1. Co 0.8172
2. Co 0.6954
3. Cl 0.6734
4. O -0.3383

8.
A cluster of 3 separate species, C10H19NO9 in total, computed with the ωB97M-V functional and the def2-TZVPD basis.

The geometry in ORCA input format:
```
! wB97M-V def2-TZVPD RIJCOSX def2/J DEFGRID3
* xyz 0 1
N 3.70435 3.31479 -2.10389
C 2.35502 3.33860 -1.63428
O 2.25031 3.59002 -0.23163
C 1.49464 2.12393 -1.91917
C 0.10244 2.70912 -1.71567
O 0.21051 4.09140 -2.14582
C 1.50122 4.39644 -2.35047
O 1.88119 5.34181 -2.97490
H 3.89090 4.11979 -2.69271
H 4.36471 3.29373 -1.34011
H 2.71737 4.41361 -0.05620
H 1.71909 1.24931 -1.31457
H 1.62456 1.90752 -2.98144
H -0.64598 2.22091 -2.33285
H -0.21501 2.66994 -0.67762
C 2.65485 0.45076 2.82047
O 1.78364 -0.27620 1.94557
C 1.66102 -1.57026 2.24474
O 2.21612 -2.13751 3.14941
O 0.82148 -2.12473 1.37096
C 0.58259 -3.52224 1.59367
H 2.65083 1.46990 2.44549
H 2.27901 0.41869 3.84133
H 3.66135 0.03809 2.79281
H 0.13105 -3.67701 2.57122
H 1.51503 -4.07950 1.53109
H -0.10418 -3.82854 0.81136
C -2.99908 -0.42691 0.51418
O -3.78002 -1.21483 -0.39177
C -3.88713 -2.50011 -0.06519
O -3.36205 -3.03861 0.87620
O -4.67354 -3.09598 -0.96091
C -4.87407 -4.49567 -0.73315
H -3.00282 0.57394 0.09336
H -3.45371 -0.42097 1.50325
H -1.98138 -0.80786 0.58479
H -5.34187 -4.66103 0.23543
H -3.92531 -5.02781 -0.76874
H -5.52709 -4.82656 -1.53423
*
```

Values from the calculation:
Kohn-Sham gap: 10.3 eV
SMILES: N[C@]1(O)CCOC1=O.COC(=O)OC.COC(=O)OC

Atom charges from the Löwdin analysis, given in e for atoms 1 to 4:
1. N 0.1276
2. C -0.5317
3. O 0.0308
4. C -0.0647